Run 1
This record from OMol25 describes C8H10Si in the gas phase. The level of theory is wB97M-V/def2-TZVPD.

## Properties
* LUMO (alpha / beta): -0.22 / -0.07 eV
* HOMO-LUMO gap (alpha / beta): 8.68 / 8.72 eV

Structure (ORCA input):
```
! RIJCOSX wB97M-V def2-TZVPD def2/J DEFGRID3
* xyz 0 1
C 2.15917 1.46433 -0.52053
C 0.80390 -1.35080 -0.13467
H 3.46366 -0.86798 0.09540
H -3.85808 -1.00107 -0.01296
C -0.53224 0.73279 0.06102
H 2.18105 2.41205 -0.01292
H -3.76072 1.44119 0.31925
C -1.62574 1.52750 0.18256
H 2.01764 1.52922 -1.58553
Si 2.20749 -0.13981 0.37824
C -2.90068 -0.50134 0.01054
C -1.74459 -1.24936 -0.12192
H -1.55866 2.59826 0.28510
H 0.97057 -1.73298 -1.14368
H 0.76608 -2.22491 0.51867
C -2.85431 0.86990 0.18670
H 2.09610 0.09763 1.81988
H -1.79360 -2.31924 -0.26230
C -0.49405 -0.62481 -0.07470
*
```

Population analysis type Mulliken, resulting atomic charges in e: -0.801, -0.809, -0.196, 0.357, 0.226, 0.367, 0.358, -1.007, 0.380, 0.385, -0.622, -0.399, 0.407, 0.347, 0.380, -0.259, -0.132, 0.387, 0.630



Run 2
This record from OMol25 describes 2 unconnected molecules or ions with the total composition C8H10Si. The level of theory is wB97M-V/def2-TZVPD.

## Properties
* LUMO (alpha / beta): 0.04 / 0.04 eV
* HOMO-LUMO gap (alpha / beta): 7.81 / 7.81 eV

Structure (ORCA input):
```
! RIJCOSX wB97M-V def2-TZVPD def2/J DEFGRID3
* xyz 0 1
C 2.28412 3.09434 -0.52913
Si 1.39158 0.22414 -0.39454
H -0.40007 -2.00788 -2.24173
H 3.39096 -0.24430 1.10278
H 2.71761 4.02283 -0.76618
H -1.63863 -1.56835 -1.22580
H -0.78174 0.59311 -1.44279
C 1.92320 -1.66273 1.61554
C -4.41101 1.25519 0.91723
H -0.42236 -2.22612 -0.48132
C 2.43354 -0.74333 0.78596
C -0.06526 -0.16360 -1.27794
H 1.12077 -2.46571 1.43370
C -3.36570 1.07329 0.31034
H -2.41840 1.19170 -0.11290
H 2.32023 -1.90720 2.53434
C 1.87744 1.97171 -0.26015
H -5.37170 1.13000 1.38178
C -0.58458 -1.56709 -1.34919
*
```

Population analysis type Mulliken, resulting atomic charges in e: 0.310, 0.208, 0.342, 0.295, 0.390, 0.336, 0.433, -0.633, -0.311, 0.192, -0.090, -0.436, 0.145, -0.331, 0.307, 0.283, -0.758, 0.354, -1.035



Of them, run 2 has the lowest stability.



Run 1
This record from OMol25 describes 2 unconnected molecules or ions with the total composition C3H9O. The level of theory is wB97M-V/def2-TZVPD.

## Properties
* LUMO: 4.43 eV
* HOMO-LUMO gap: 6.68 eV

Structure (ORCA input):
```
! RIJCOSX wB97M-V def2-TZVPD def2/J DEFGRID3
* xyz -1 1
H -0.87482 -3.40741 1.78244
H 1.07649 2.56215 -1.89429
C 0.99147 2.30676 -0.77447
H 0.56708 3.19408 -0.29307
H -0.42738 1.42960 0.45082
H -0.43208 -1.72416 0.77746
H -0.49127 0.81677 -1.25515
H 2.00916 2.18858 -0.37948
C -0.88794 -2.69683 0.95276
H -0.74514 -3.36521 0.10341
H -1.86093 -2.17502 0.98486
O 0.87801 -0.11278 -0.05808
C 0.19735 0.98346 -0.39722
*
```

Population analysis type Mulliken, resulting atomic charges in e: 0.268, 0.191, -0.909, 0.290, 0.086, 0.206, 0.126, 0.238, -0.900, 0.199, 0.215, -0.859, -0.154



Run 2
This record from OMol25 describes 2 unconnected molecules or ions with the total composition C3H9O. The level of theory is wB97M-V/def2-TZVPD.

## Properties
* LUMO: 3.89 eV
* HOMO-LUMO gap: 5.93 eV

Structure (ORCA input):
```
! RIJCOSX wB97M-V def2-TZVPD def2/J DEFGRID3
* xyz -1 1
H 0.26933 2.22216 -1.38303
H 1.00605 -0.53675 -0.89462
H -0.00857 0.79193 -0.52554
C 0.75712 -0.02476 1.24843
C -0.96919 -1.12382 -0.23627
H 1.33961 -0.88396 1.58638
H -0.65248 -2.09581 0.14340
H 1.30142 0.90691 1.37913
C 0.25012 -0.20972 -0.18745
O -0.00013 2.75382 -2.14095
H -1.78664 -0.73306 0.36833
H -0.12123 0.13510 1.88288
H -1.38541 -1.20204 -1.24069
*
```

Population analysis type Mulliken, resulting atomic charges in e: 0.243, 0.406, -0.093, -1.064, -1.190, 0.298, 0.283, 0.326, 0.035, -1.167, 0.306, 0.276, 0.341



Run 3
This record from OMol25 describes 2 unconnected molecules or ions with the total composition C3H9O. The level of theory is wB97M-V/def2-TZVPD.

## Properties
* LUMO: 4.15 eV
* HOMO-LUMO gap: 6.44 eV

Structure (ORCA input):
```
! RIJCOSX wB97M-V def2-TZVPD def2/J DEFGRID3
* xyz -1 1
H 0.57154 -2.17162 -2.56274
O -0.25502 -1.81925 -2.24661
H 0.12512 1.14644 1.92746
H 0.44198 -0.93809 0.80072
C -1.14664 0.02394 -0.14290
H 0.91011 2.08645 0.67633
H -1.34329 -0.71394 -0.93686
H -1.74806 -0.31808 0.70920
H 0.91429 -0.23877 -0.68740
H -1.49624 1.03300 -0.38900
C 0.33027 -0.01956 0.20581
C 0.86096 1.08716 1.11482
H 1.83499 0.84233 1.53116
*
```

Population analysis type Mulliken, resulting atomic charges in e: 0.101, -1.095, 0.257, 0.157, -1.008, 0.317, 0.261, 0.264, 0.352, 0.279, -0.111, -1.092, 0.318



Of them, run 1 has the lowest stability.



Run 1
This record from OMol25 describes CH5O2P in the gas phase. The level of theory is wB97M-V/def2-TZVPD.

## Properties
* LUMO: 0.88 eV
* HOMO-LUMO gap: 9.56 eV

Structure (ORCA input):
```
! RIJCOSX wB97M-V def2-TZVPD def2/J DEFGRID3
* xyz 0 1
H 0.22079 2.01414 1.02155
O -0.06906 -0.21097 -1.84320
H 0.69800 -0.18638 -2.55672
H 0.24502 -1.44096 1.61935
O 0.13823 0.99220 -1.24717
H -1.10334 -0.16062 1.50943
P 0.78713 0.73600 0.44846
C -0.31643 -0.64545 0.98756
H -0.60035 -1.09797 0.06075
*
```

Population analysis type Mulliken, resulting atomic charges in e: 0.041, -0.350, 0.342, 0.272, -0.276, 0.290, 0.138, -0.716, 0.260



Run 2
This record from OMol25 describes CH5O2P in the gas phase. The level of theory is wB97M-V/def2-TZVPD.

## Properties
* LUMO: 0.93 eV
* HOMO-LUMO gap: 10.52 eV

Structure (ORCA input):
```
! RIJCOSX wB97M-V def2-TZVPD def2/J DEFGRID3
* xyz 0 1
H 0.69843 1.41695 0.78575
O 0.31112 -0.79729 -1.08852
H 0.19011 -0.54939 -3.07082
H -1.27015 -1.41646 0.45132
O 0.37194 0.08186 -2.27803
P -0.90607 -0.11581 -0.02858
H 0.93270 0.03958 1.88007
C 0.21967 0.58565 1.30132
H -0.54775 0.75490 2.04750
*
```

Population analysis type Mulliken, resulting atomic charges in e: 0.239, -0.274, 0.332, 0.043, -0.332, 0.193, 0.351, -0.859, 0.308



Of them, run 1 has the lowest stability.